# 1
Entry from the Open Molecules 2025 dataset: an isolated ion of composition C8H10N3O2 and charge +1 (ωB97M-V with the def2-TZVPD basis set).

Values from the calculation:
HOMO level = -13.6 eV
relative energy (zero: lowest compared OMol25 entry of this formula, charge and spin) = 0.00 kJ/mol
charge = +1
F_max = 3.53 eV/A
energy = -625.38646 a.u.
SMILES = NC(=O)C(C(N)=O)[n+]1ccccc1

The geometry in XYZ format:
```
23
Properties=species:S:1:pos:R:3:mulliken_charge:R:1
C -2.642 0.935 1.949 -0.137
C -1.348 1.366 2.225 -0.728
C -2.877 0.282 0.749 -0.891
C -0.350 1.134 1.310 0.096
C -1.830 0.050 -0.122 0.309
C 0.691 -1.689 -0.288 0.579
C 0.290 0.229 -2.185 0.479
C 0.491 0.137 -0.692 -0.617
N -0.593 0.492 0.152 0.151
N 1.695 -2.181 -0.971 -0.269
N 1.455 0.381 -2.866 -0.412
O -0.083 -2.110 0.497 -0.469
O -0.779 0.086 -2.724 -0.587
H -3.438 1.104 2.657 0.436
H -1.117 1.869 3.150 0.416
H -3.861 -0.070 0.489 0.410
H 0.665 1.453 1.495 0.342
H -1.980 -0.453 -1.065 0.449
H 1.422 0.587 -0.354 0.435
H 2.155 -1.663 -1.702 0.224
H 1.925 -3.163 -0.882 0.282
H 2.284 0.762 -2.443 0.221
H 1.372 0.497 -3.866 0.280
```

---

# 2
Entry from the Open Molecules 2025 dataset: an isolated ion of composition C8H10N3O2 and charge +1 (ωB97M-V with the def2-TZVPD basis set).

Values from the calculation:
HOMO level = -14.2 eV
relative energy (zero: lowest compared OMol25 entry of this formula, charge and spin) = 270.66 kJ/mol
charge = +1
F_max = 4.62 eV/A
energy = -625.28337 a.u.
SMILES = CC(=O)N(C(N)=O)[n+]1ccccc1

The geometry in XYZ format:
```
23
Properties=species:S:1:pos:R:3:mulliken_charge:R:1
C 2.278 -0.048 -2.240 0.005
C 2.123 1.113 -1.545 -0.616
C 1.328 -1.113 -2.050 -0.855
C 1.100 1.141 -0.631 0.093
C 0.319 -1.040 -1.118 0.144
C -0.839 -0.283 2.022 0.853
C -2.202 0.524 -0.070 0.427
C 0.534 -0.666 2.359 -1.056
N 0.296 0.087 -0.412 -0.011
N -3.271 0.699 0.686 -0.338
N -1.004 0.199 0.699 -0.027
O -1.717 -0.253 2.777 -0.515
O -2.057 0.714 -1.267 -0.563
H 2.994 -0.126 -3.173 0.313
H 2.673 2.091 -1.827 0.332
H 1.621 -2.079 -2.437 0.388
H 1.058 2.033 -0.012 0.440
H -0.395 -1.780 -0.918 0.484
H 0.560 -1.142 3.390 0.334
H 0.982 -1.320 1.492 0.265
H 1.140 0.171 2.348 0.330
H -3.240 0.283 1.631 0.265
H -4.278 0.797 0.295 0.309
```

---

# 3
Entry from the Open Molecules 2025 dataset: one molecule with the formula C8H10N4S2 (ωB97M-V with the def2-TZVPD basis set).

Values from the calculation:
HOMO level = -8.6 eV
relative energy (zero: lowest compared OMol25 entry of this formula, charge and spin) = 226.93 kJ/mol
F_max = 6.08 eV/A
energy = -1326.16835 a.u.
SMILES = Cn1ccnc1SSc1nccn1C

The geometry in XYZ format:
```
24
Properties=species:S:1:pos:R:3:mulliken_charge:R:1
C -1.948 -0.449 -0.390 -1.104
C -1.603 1.864 0.154 -0.275
C -0.985 2.540 1.155 -0.528
C -1.025 0.522 1.770 0.510
C 0.955 -1.550 0.316 0.351
C 0.640 -2.302 -1.692 -0.420
C 1.121 -0.993 -1.741 -0.519
C 2.313 0.564 0.017 -0.867
H -3.042 -0.215 -0.692 0.341
H -1.252 -0.413 -1.171 0.456
H -1.933 -1.458 0.026 0.354
H -2.102 2.230 -0.728 0.435
H -0.799 3.599 1.369 0.430
H 0.250 -3.152 -2.381 0.325
H 1.539 -0.370 -2.565 0.395
H 2.299 0.780 1.057 0.413
H 3.429 0.373 -0.440 0.289
H 2.053 1.748 -0.475 0.237
N -1.572 0.584 0.506 0.213
N -0.651 1.727 2.182 -0.569
N 0.570 -2.656 -0.276 -0.539
N 1.440 -0.546 -0.491 0.455
S -0.812 -1.049 2.409 -0.214
S 1.114 -1.379 2.082 -0.170
```

---

# 4
Entry from the Open Molecules 2025 dataset: C8H10N5O2S6Tl as an isolated structure (ωB97M-V with the def2-TZVPD basis set).

Values from the calculation:
HOMO level = -0.5 eV
charge = -2
F_max = 0.57 eV/A
energy = -3296.88121 a.u.

The geometry in XYZ format:
```
32
Properties=species:S:1:pos:R:3:mulliken_charge:R:1
Tl 0.558 1.365 1.746 0.709
S -2.086 0.564 3.199 -0.564
S -2.468 2.580 3.425 -0.232
S -2.680 3.526 1.601 -0.153
S -0.866 4.344 1.015 -0.641
N -0.562 2.999 -1.975 -0.299
C -0.872 1.687 -2.067 0.379
N -0.734 0.825 -1.115 0.034
C -1.107 -0.441 -1.513 0.071
C -1.493 -0.563 -2.804 -0.400
S -1.451 0.983 -3.580 -0.321
C -1.100 -1.514 -0.505 -0.552
C -1.750 -2.699 -0.601 -0.385
S -1.563 -3.586 0.864 -0.324
C -0.621 -2.258 1.513 0.031
N -0.462 -1.280 0.690 0.402
N -0.075 -2.328 2.767 -0.430
H -0.571 3.399 -0.998 -0.049
H -1.010 3.606 -2.643 0.255
H -1.807 -1.447 -3.332 0.409
H -2.372 -3.060 -1.401 0.399
H -0.725 -2.617 3.482 0.277
H 0.366 -1.450 3.021 0.259
N 2.286 0.818 -0.506 -0.278
C 2.872 -0.519 -0.448 -0.391
C 3.181 -1.051 0.975 0.480
O 3.943 -2.041 1.001 -0.796
O 2.630 -0.462 1.934 -0.628
H 1.600 0.919 -1.242 0.112
H 2.983 1.542 -0.603 0.173
H 3.799 -0.615 -1.023 0.348
H 2.158 -1.227 -0.877 0.106
```

---

# 5
Entry from the Open Molecules 2025 dataset: an isolated ion of composition C8H10NO2 and charge -1 (ωB97M-V with the def2-TZVPD basis set).

Values from the calculation:
HOMO level = -2.6 eV
relative energy (zero: lowest compared OMol25 entry of this formula, charge and spin) = 351.38 kJ/mol
charge = -1
F_max = 4.67 eV/A
energy = -515.94001 a.u.
SMILES = CCC(/C=C\C(C)=C=O)=N\[O-]

The geometry in XYZ format:
```
21
Properties=species:S:1:pos:R:3:mulliken_charge:R:1
C 1.263 -1.056 -0.143 -0.817
C 0.828 0.246 -0.451 0.010
C 0.638 -2.269 0.367 0.359
C -0.506 0.665 -0.198 0.364
C 0.566 -3.015 -0.679 0.464
C 0.250 -2.601 1.847 -1.259
C -0.162 3.062 -1.097 -1.330
C -0.997 2.119 -0.150 -0.108
N -1.417 -0.293 0.053 -0.227
O -2.587 0.029 0.373 -0.690
O 0.566 -3.522 -1.748 -0.545
H 2.248 -1.201 -0.631 0.204
H 1.480 1.066 -0.870 0.036
H -0.184 -3.528 1.813 0.370
H -0.412 -1.908 2.283 0.323
H 1.078 -2.653 2.639 0.251
H 0.850 2.972 -0.881 0.366
H -0.378 4.216 -0.905 0.285
H -0.330 2.873 -2.077 0.409
H -2.025 2.249 -0.399 0.379
H -0.769 2.548 0.851 0.153
```

---

# 6
Entry from the Open Molecules 2025 dataset: an isolated ion of composition C8H10NOS and charge +1 (ωB97M-V with the def2-TZVPD basis set).

Values from the calculation:
2S+1 = 3
HOMO level (spin up / spin down) = -11.4 / -13.2 eV
relative energy (zero: lowest compared OMol25 entry of this formula, charge and spin) = 0.00 kJ/mol
charge = +1
F_max = 5.46 eV/A
expectation value of S² = 2.02
energy = -838.56716 a.u.

The geometry in XYZ format:
```
21
Properties=species:S:1:pos:R:3:mulliken_charge:R:1
C 1.402 1.588 0.316 -0.596
C 2.706 1.928 0.444 -0.084
C 2.543 -0.360 -0.353 -0.336
C 1.303 0.185 -0.183 0.442
C -2.168 -0.299 0.660 -0.485
C -0.869 -1.018 0.900 -0.666
C -2.293 -0.409 -0.783 -0.632
C 0.058 -0.725 -0.309 -0.248
N -0.925 -0.197 -1.305 0.506
O -0.689 0.345 -2.336 -0.578
S 3.826 0.689 0.025 0.037
H 0.521 2.253 0.673 0.298
H 3.168 2.844 1.013 0.372
H 2.710 -1.396 -0.477 0.421
H -2.933 -0.838 1.227 0.356
H -2.065 0.713 1.088 0.250
H -0.206 -0.764 1.759 0.437
H -0.872 -2.133 1.024 0.307
H -2.775 -1.315 -1.250 0.276
H -2.884 0.463 -1.331 0.308
H 0.441 -1.556 -0.803 0.616
```

---

# 7
Entry from the Open Molecules 2025 dataset: a 2-piece molecular cluster, C8H10NS overall (ωB97M-V with the def2-TZVPD basis set).

Values from the calculation:
HOMO level (spin up / spin down) = -12.0 / -11.7 eV
relative energy (zero: lowest compared OMol25 entry of this formula, charge and spin) = 429.42 kJ/mol
charge = +1
F_max = 3.84 eV/A
energy = -763.34653 a.u.

The geometry in XYZ format:
```
20
Properties=species:S:1:pos:R:3:mulliken_charge:R:1
C -2.464 0.157 1.331 -0.099
C -1.438 -0.534 2.013 -0.679
C -2.334 0.473 -0.022 -0.735
C -0.294 -0.914 1.285 0.070
C -1.245 0.015 -0.699 0.079
C 2.096 1.766 -0.655 -0.704
C 2.240 0.711 0.110 -0.021
C 0.859 -1.047 -0.767 -0.706
N -0.220 -0.575 -0.032 0.179
S 0.902 -0.802 -2.439 -0.149
H -3.382 0.372 1.815 0.432
H -1.464 -0.778 3.028 0.440
H -3.162 1.088 -0.495 0.338
H 0.670 -1.037 1.710 0.362
H -1.055 -0.072 -1.806 0.433
H 2.867 2.500 -0.753 0.292
H 1.228 1.804 -1.213 0.314
H 2.875 0.125 0.710 0.412
H 1.456 -1.747 -0.332 0.583
H 1.865 -1.503 -2.790 0.158
```

---

# 8
Entry from the Open Molecules 2025 dataset: one molecule with the formula C8H10O2 (ωB97M-V with the def2-TZVPD basis set).

Values from the calculation:
HOMO level = -9.8 eV
relative energy (zero: lowest compared OMol25 entry of this formula, charge and spin) = 463.27 kJ/mol
F_max = 3.25 eV/A
energy = -461.16209 a.u.
SMILES = C#C[C@]1(C=C)OC[C@H](C)O1

The geometry in XYZ format:
```
20
Properties=species:S:1:pos:R:3:mulliken_charge:R:1
C 0.547 -2.153 -1.265 0.023
C 0.004 -1.376 -0.535 -1.678
C -2.106 -2.147 1.096 -0.691
C -1.877 -0.845 0.884 -0.952
C 0.085 1.282 -1.216 -0.793
C 0.553 1.479 0.209 0.292
C -0.700 -0.320 0.183 2.480
C 2.129 1.573 0.367 -1.378
O -1.154 0.573 -0.927 -0.467
O 0.109 0.404 1.018 -0.422
H 1.110 -2.823 -1.768 0.598
H -2.948 -2.501 1.599 0.326
H -1.444 -2.989 0.677 0.134
H -2.371 0.026 1.391 0.257
H -0.107 2.249 -1.609 0.418
H 0.744 0.581 -1.683 0.367
H -0.003 2.350 0.475 0.413
H 2.574 0.655 -0.029 0.287
H 2.454 1.643 1.392 0.341
H 2.402 2.340 -0.259 0.444
```

---

# 9
Entry from the Open Molecules 2025 dataset: one molecule with the formula C8H10O4 (ωB97M-V with the def2-TZVPD basis set).

Values from the calculation:
HOMO level = -8.0 eV
relative energy (zero: lowest compared OMol25 entry of this formula, charge and spin) = 57.93 kJ/mol
F_max = 5.61 eV/A
energy = -611.70940 a.u.
SMILES = OCCc1cc(O)c(O)c(O)c1

The geometry in XYZ format:
```
22
Properties=species:S:1:pos:R:3:mulliken_charge:R:1
C 3.349 -0.279 -0.265 -0.930
C 2.254 -1.136 0.022 -0.190
C 0.922 -0.715 -0.078 0.648
C -0.218 -1.549 -0.004 -1.110
C -1.556 -1.093 0.010 0.191
C -1.829 0.325 -0.002 0.487
C -0.743 1.087 -0.136 0.427
C 0.632 0.613 -0.151 -0.194
H 3.400 0.810 1.475 0.297
H 4.366 -0.715 -0.273 0.334
H 3.142 0.180 -1.262 0.316
H 2.393 -1.987 -0.720 0.317
H 2.338 -1.396 1.012 0.195
H 0.222 -2.528 -0.233 0.285
H -3.378 -1.146 -0.225 0.352
H -3.172 1.576 0.416 0.325
H -0.401 3.084 -0.022 0.315
H 1.286 1.453 -0.427 0.195
O 3.276 0.897 0.495 -0.527
O -2.660 -1.843 -0.074 -0.587
O -3.005 0.650 0.491 -0.560
O -0.995 2.440 -0.428 -0.586
```

---

# 10
Entry from the Open Molecules 2025 dataset: a 2-piece molecular cluster, C8H10O5 overall (ωB97M-V with the def2-TZVPD basis set).

Values from the calculation:
HOMO level (spin up / spin down) = -7.5 / -7.4 eV
relative energy (zero: lowest compared OMol25 entry of this formula, charge and spin) = 130.78 kJ/mol
F_max = 5.01 eV/A
energy = -686.94452 a.u.

The geometry in XYZ format:
```
23
Properties=species:S:1:pos:R:3:mulliken_charge:R:1
C -0.334 0.283 2.948 -0.242
C 0.951 0.394 2.311 -1.022
C -1.472 0.275 2.131 -0.213
C 0.993 0.807 0.960 0.013
C -1.400 0.480 0.784 -0.246
C -0.120 0.663 0.134 -0.198
C -0.144 0.860 -1.278 0.599
C 0.535 -1.227 -1.720 0.384
O -1.361 0.890 -1.879 -0.501
O 0.781 1.549 -2.004 -0.595
O 0.179 -1.536 -3.069 -0.516
O 1.865 -1.053 -1.461 -0.416
O -0.190 -2.017 -0.878 -0.572
H -0.424 0.146 4.081 0.303
H 1.728 0.599 2.991 0.411
H -2.541 0.087 2.461 0.274
H 1.997 1.058 0.500 0.207
H -2.255 0.528 0.114 0.404
H -1.118 1.006 -2.806 0.415
H 1.685 1.217 -1.908 0.375
H 0.425 -2.433 -3.324 0.335
H 2.303 -1.978 -1.681 0.316
H -0.547 -1.365 -0.268 0.484
```

---

# 11
Entry from the Open Molecules 2025 dataset: C8H10O5PZn as an isolated structure (ωB97M-V with the def2-TZVPD basis set).

Values from the calculation:
HOMO level = -11.1 eV
relative energy (zero: lowest compared OMol25 entry of this formula, charge and spin) = 181.20 kJ/mol
charge = +1
F_max = 7.18 eV/A
energy = -2807.31792 a.u.

The geometry in XYZ format:
```
25
Properties=species:S:1:pos:R:3:mulliken_charge:R:1
O -1.094 -3.114 -1.140 -0.234
C -0.426 -2.176 -1.099 0.230
Zn 0.649 -0.545 -1.173 1.213
O 2.816 -2.035 0.772 -0.186
C 2.067 -1.523 0.074 0.168
C 1.832 1.025 -1.171 0.140
O 2.491 1.966 -1.234 -0.205
C -0.599 0.377 -2.410 -0.131
O -0.427 1.477 -2.924 -0.499
C 1.530 -1.181 -2.804 0.128
O 2.004 -1.553 -3.788 -0.214
H -1.564 -0.244 -2.588 0.313
C -1.938 -0.183 1.775 -1.320
P -0.437 0.182 0.851 0.780
C -0.878 1.893 0.355 -1.399
C 0.740 -0.027 2.250 -1.432
H -2.782 -0.067 1.121 0.391
H -1.992 0.547 2.590 0.443
H -1.872 -1.178 2.176 0.404
H -1.283 2.382 1.226 0.433
H -0.033 2.426 -0.047 0.386
H -1.664 1.828 -0.409 0.392
H 0.320 0.465 3.114 0.429
H 0.821 -1.103 2.470 0.376
H 1.716 0.360 2.013 0.393
```

---

What did we get for molar mass? Answer: 180.2; 180.2; 226.3; 605.0; 152.2; 168.2; 152.2; 138.2; 170.2; 186.2; 282.5 u, in the order shown.